Density functional theory data (ωB97M-V with the def2-TZVPD basis set) for a 9-piece molecular cluster, C21H46N14O5 overall in a non-equilibrium geometry.

Values from the calculation:
Structure (SMILES) ... c1cc[nH]c1.NC(N)=O.NC(N)=O.NC(N)=O.NC(N)=O.NC(N)=O.CCCC#N.CCCC#N.CCCC#N
HOMO energy ... -8.55 eV
Relative energy (zero: lowest compared OMol25 entry of this formula, charge and spin) ... 0.00 kJ/mol
Total energy ... -1970.5200 Eh
Kohn-Sham gap ... 8.468 eV
Maximum force ... 9.8 eV/Å

The geometry in XYZ format:
```
86
Properties=species:S:1:pos:R:3:forces:R:3:lowdin_charge:R:1
C 6.9095 1.6641 1.8543 0.7 0.1 -0.5 -0.864
O 7.8348 2.2218 2.3332 3.8 1.7 1.2 0.071
N 6.9082 1.0091 0.7321 1.4 -2.3 -4.5 0.164
N 5.7775 1.6559 2.4334 -5.9 0.2 3.4 0.165
H 7.7959 0.9568 0.2532 -0.3 0.0 0.0 0.118
H 6.1151 0.5985 0.2603 0.2 0.2 0.4 0.109
H 5.7066 2.1853 3.2906 -0.1 -0.1 -0.3 0.125
H 4.9343 1.2772 2.0262 0.2 0.1 0.2 0.112
C -3.2233 7.7798 1.0001 1.3 -1.3 -0.2 -0.778
O -2.4739 6.9247 0.5781 0.6 -0.7 -0.6 0.022
N -4.2435 7.5336 1.8022 -1.7 -0.8 1.3 0.151
N -3.1017 9.0748 0.7879 0.3 2.6 -0.7 0.153
H -4.3637 6.5758 2.0994 -0.4 0.5 0.1 0.121
H -4.8406 8.3182 2.0213 -0.3 -0.9 0.3 0.106
H -2.3682 9.4195 0.1853 -0.2 0.1 0.4 0.121
H -3.5945 9.6423 1.4626 0.6 0.6 -0.6 0.104
C 0.1799 -6.2495 5.5013 2.8 -3.2 -1.1 -0.893
O 1.2559 -6.7577 5.4386 3.3 -1.3 0.6 0.065
N -0.0947 -5.0460 5.6853 0.2 9.3 1.8 0.163
N -0.9120 -6.8486 5.2698 -5.9 -4.3 -1.2 0.165
H 0.6417 -4.4318 6.0025 -0.3 0.1 -0.4 0.133
H -0.9497 -4.6582 5.3129 0.5 0.4 0.4 0.124
H -1.7114 -6.2412 5.3798 -0.5 -1.4 0.0 0.113
H -0.9692 -7.8570 5.2762 -0.2 0.4 -0.2 0.131
C -5.7148 -2.8915 6.1141 0.9 -1.7 -2.5 -0.852
O -4.7437 -2.8372 5.4017 1.7 0.3 -0.7 0.048
N -6.6696 -3.7473 5.9676 -2.8 -4.6 -2.5 0.157
N -6.0485 -2.1228 7.0510 0.5 6.7 7.2 0.161
H -6.5546 -4.2960 5.1275 -0.6 -0.4 0.3 0.124
H -7.4341 -3.8906 6.6117 0.3 0.0 -0.5 0.116
H -5.3160 -1.6191 7.5302 0.3 0.3 -0.5 0.124
H -6.7882 -2.2133 7.7328 -0.3 -0.7 -0.8 0.120
C 3.4673 6.5304 1.5604 2.0 -1.0 -0.6 -0.828
O 4.6536 6.7022 1.6448 1.9 1.0 0.1 0.054
N 2.8075 6.3899 0.4551 -1.9 0.5 -5.1 0.159
N 2.7287 6.1730 2.5522 -2.2 -0.8 5.1 0.153
H 1.8390 6.1033 0.4445 0.4 0.2 -0.2 0.108
H 3.2682 6.5838 -0.4225 -0.2 0.0 0.2 0.121
H 1.7266 6.0644 2.4886 0.5 -0.1 0.3 0.111
H 3.2619 5.9027 3.3662 -0.6 0.2 0.2 0.123
C -5.7292 -4.3547 -2.6235 0.4 -0.3 0.4 -0.105
C -4.4172 -4.1662 -1.8571 1.0 0.3 0.9 -0.253
C -3.6808 -5.3750 -1.1072 -1.8 0.1 -0.5 -0.158
C -4.5197 -5.9281 0.0323 -0.3 -0.2 1.2 -0.208
N -5.1831 -6.3470 0.9046 1.6 1.1 -2.2 0.113
H -6.5194 -4.6360 -1.9274 0.0 -0.4 -0.1 0.070
H -5.6170 -5.0927 -3.4178 -0.2 0.0 0.0 0.071
H -6.0936 -3.4214 -3.0529 0.4 0.1 -0.1 0.070
H -4.5561 -3.3698 -1.1259 -0.3 -0.2 0.5 0.099
H -3.6205 -3.6753 -2.4160 -0.1 -0.4 -0.8 0.095
H -2.6640 -5.0547 -0.8800 -0.3 0.1 0.9 0.105
H -3.4841 -6.2192 -1.7680 -0.4 -0.1 -0.3 0.101
C 7.3291 -5.2475 -2.7261 0.2 0.9 -0.8 -0.120
C 7.7775 -6.7252 -2.6704 -0.3 0.9 1.2 -0.249
C 8.6616 -7.2228 -3.8507 0.2 0.7 1.2 -0.166
C 10.0521 -6.6918 -3.7516 -0.1 0.4 -0.2 -0.227
N 11.1275 -6.2773 -3.6845 -0.8 -0.3 0.0 0.132
H 6.7396 -5.0087 -3.6114 -0.2 -0.3 -0.2 0.065
H 8.1172 -4.4957 -2.7687 0.7 -0.4 -0.2 0.067
H 6.7675 -4.8204 -1.8953 -0.3 -0.9 0.4 0.068
H 6.8775 -7.3166 -2.5018 0.0 -0.3 -0.8 0.101
H 8.2522 -6.8411 -1.6961 0.6 -0.2 -0.2 0.103
H 8.1814 -6.8804 -4.7674 0.3 -0.3 -0.2 0.114
H 8.7831 -8.3049 -3.8016 -0.4 0.0 -0.3 0.111
C -4.5194 4.9789 -6.1401 -0.1 1.0 -0.2 -0.100
C -4.1661 6.3960 -5.5664 0.1 -1.6 0.2 -0.239
C -2.6763 6.7229 -5.7002 -0.3 0.1 -0.3 -0.206
C -2.3110 6.8168 -7.0991 1.0 0.6 -3.8 -0.245
N -2.0255 6.9485 -8.2318 -0.8 -0.5 3.0 0.139
H -3.8051 4.1915 -5.8995 0.1 0.2 0.3 0.071
H -4.5609 5.0111 -7.2289 -0.1 0.0 0.0 0.067
H -5.4996 4.6869 -5.7634 0.0 -0.1 -0.1 0.065
H -4.4035 6.3480 -4.5036 0.0 0.3 0.1 0.100
H -4.7822 7.1561 -6.0467 0.1 0.0 0.1 0.110
H -2.0389 5.9478 -5.2746 -0.1 0.1 0.3 0.121
H -2.4374 7.6988 -5.2775 0.0 -0.1 0.3 0.118
N -0.0693 1.3229 0.3686 -1.7 0.1 0.5 -0.028
C 0.1553 0.1273 0.9750 1.9 -0.8 -0.9 -0.120
C 1.0303 -0.5741 0.1006 -1.6 0.9 1.7 -0.104
C 1.1666 0.2419 -1.0291 0.3 -1.0 -2.1 -0.148
C 0.3767 1.3475 -0.9215 0.3 0.9 1.6 -0.133
H -0.6134 2.0894 0.7382 -0.1 -0.4 0.1 0.146
H -0.2786 -0.1617 1.9208 0.2 0.3 0.0 0.101
H 1.4477 -1.5561 0.2676 -0.1 0.1 -0.1 0.086
H 1.6641 -0.1056 -1.9225 0.1 0.3 0.0 0.090
H 0.0684 2.2581 -1.4138 0.7 -0.3 -0.8 0.110
```
Positions in Å, forces in eV/Å.

Density functional theory data (ωB97M-V with the def2-TZVPD basis set) for a 12-piece molecular cluster, C21H47IN13O26PS overall in a non-equilibrium geometry.

Values from the calculation:
Structure (SMILES) ... O=C1O[C@@H](P(O)I)C[C@@H]1CCCCSc1nnco1.C[N+](=O)[O-].C[N+](=O)[O-].C[N+](=O)[O-].C[N+](=O)[O-].C[N+](=O)[O-].C[N+](=O)[O-].C[N+](=O)[O-].C[N+](=O)[O-].C[N+](=O)[O-].C[N+](=O)[O-].C[N+](=O)[O-]
HOMO energy ... -8.90 eV
Total energy ... -4532.6540 Eh
Kohn-Sham gap ... 8.585 eV
Maximum force ... 1.2 eV/Å

The geometry in XYZ format:
```
110
Properties=species:S:1:pos:R:3:forces:R:3:lowdin_charge:R:1
O -6.3139 -0.0961 -2.9337 -0.6 0.5 0.2 0.139
C -5.5736 -0.9953 -2.6830 0.1 0.0 0.0 -0.475
O -5.7954 -2.2425 -3.1607 -0.4 -0.2 -0.7 0.008
C -4.5417 -2.9200 -3.1472 1.0 -0.6 -0.3 -0.537
P -3.7015 -2.5865 -4.7743 -0.5 -0.1 -0.6 0.555
O -2.7747 -1.2777 -4.4750 0.2 0.1 0.4 -0.389
I -2.0606 -4.3744 -4.6158 0.2 0.0 0.1 0.494
C -3.9300 -2.4416 -1.8626 -0.2 0.3 -0.2 -0.118
C -4.3015 -0.9759 -1.8753 0.1 -0.1 0.5 -0.219
C -4.4908 -0.3386 -0.5084 -0.4 0.5 -0.1 -0.143
C -3.4124 0.6766 -0.2377 0.3 -0.1 0.0 -0.184
C -2.0113 0.0927 -0.3282 -0.5 0.0 0.3 -0.242
C -0.9684 0.8237 0.4722 -0.1 -0.3 -0.5 -0.441
S -0.7070 2.5579 0.0032 0.3 0.5 0.6 0.995
C -1.5105 2.7016 -1.5158 -0.1 0.1 0.3 -0.734
N -1.2647 2.1512 -2.6414 0.2 -0.4 -0.7 0.081
N -2.2515 2.5923 -3.5245 0.4 -0.6 -0.3 0.070
C -2.9842 3.3842 -2.8481 -0.2 0.1 -0.1 -0.210
O -2.5979 3.5128 -1.5819 -0.2 0.6 0.5 0.021
H -4.6260 -3.9957 -3.1533 -0.8 -0.4 0.1 0.074
H -3.2180 -0.4847 -4.7935 0.2 0.3 -0.2 0.052
H -4.5627 -2.8871 -1.1193 0.1 -0.3 0.6 0.080
H -2.9084 -2.7165 -1.6731 0.5 0.0 -0.1 0.125
H -3.5827 -0.3814 -2.4136 0.3 0.2 -0.4 0.126
H -4.5849 -1.0730 0.2780 0.1 -0.4 0.2 0.120
H -5.4258 0.2003 -0.5258 -0.4 0.2 0.1 0.099
H -3.5560 1.1572 0.7206 -0.1 0.1 0.4 0.127
H -3.5430 1.4473 -0.9794 0.0 0.4 -0.2 0.092
H -1.6929 0.0091 -1.3539 0.2 -0.1 -0.4 0.100
H -2.0533 -0.9161 0.0624 0.1 -0.4 0.2 0.123
H -1.1930 0.7845 1.5262 -0.2 0.3 0.4 0.063
H -0.0380 0.3254 0.3198 0.7 -0.2 0.0 0.034
H -3.8427 3.9136 -3.1872 -0.4 0.3 -0.1 0.131
C 0.4210 3.8842 3.7976 0.1 0.1 0.0 0.054
N 0.2193 2.4327 3.5604 0.0 -0.1 0.0 -0.445
O 1.1097 1.8033 3.0321 0.1 0.0 -0.1 0.053
O -0.8404 1.9512 3.9154 0.0 0.0 0.1 0.041
H 1.4028 4.1513 3.4358 0.1 0.0 -0.1 0.096
H -0.3584 4.4170 3.2618 -0.1 -0.1 0.0 0.101
H 0.3341 4.0432 4.8678 0.0 0.0 0.0 0.094
C 3.8483 -0.5195 1.0203 -0.1 0.2 0.1 0.055
N 3.2410 -0.4563 -0.3389 0.0 -0.1 0.0 -0.441
O 2.0507 -0.2544 -0.4356 0.0 0.0 0.1 0.070
O 3.9996 -0.6193 -1.2690 0.1 0.0 -0.1 0.072
H 3.0795 -0.3169 1.7557 -0.1 0.0 0.0 0.092
H 4.2707 -1.5116 1.1449 0.1 0.0 -0.1 0.105
H 4.6286 0.2387 1.0413 -0.1 -0.1 0.0 0.071
C -6.8712 -5.3627 0.4342 -0.2 -0.2 -0.1 0.052
N -5.4636 -5.2550 -0.0282 0.1 0.0 -0.1 -0.430
O -5.0745 -6.0689 -0.8423 0.0 -0.1 -0.1 0.061
O -4.7867 -4.3529 0.4131 -0.1 -0.1 0.4 0.054
H -7.3063 -6.2226 -0.0588 0.0 -0.1 0.0 0.095
H -6.8620 -5.4874 1.5122 0.1 0.1 0.0 0.105
H -7.3759 -4.4433 0.1515 0.1 0.0 0.1 0.066
C 0.6039 0.1942 6.7419 -0.1 0.0 0.1 0.053
N 0.9426 1.5369 7.2902 -0.1 -0.1 -0.1 -0.448
O 0.5306 1.8322 8.3877 0.0 0.0 0.1 0.079
O 1.6141 2.2562 6.5785 0.1 0.2 -0.1 0.047
H 0.0054 -0.3285 7.4763 0.0 0.0 0.0 0.095
H 0.0578 0.3555 5.8163 0.0 0.0 0.0 0.082
H 1.5402 -0.3178 6.5471 0.0 0.0 -0.1 0.101
C 6.6546 5.9468 1.7063 0.0 0.3 0.0 0.031
N 5.1777 5.9518 1.8482 -0.2 0.0 0.0 -0.455
O 4.5963 7.0148 1.8624 0.1 0.1 0.0 0.071
O 4.6390 4.8683 1.9445 0.0 -0.2 0.0 0.051
H 6.9932 6.9713 1.6216 0.0 0.0 0.0 0.098
H 7.0624 5.4631 2.5843 0.0 -0.1 0.0 0.072
H 6.8824 5.3746 0.8131 0.0 -0.1 0.0 0.102
C 10.6341 3.8850 1.3409 0.1 -0.2 0.0 0.067
N 9.6072 4.4588 2.2435 0.1 0.0 -0.1 -0.427
O 8.6200 3.7961 2.4929 0.0 -0.3 0.1 0.045
O 9.8023 5.5722 2.6770 0.0 0.3 0.1 0.057
H 10.3081 2.8972 1.0445 0.0 0.0 0.0 0.062
H 10.7167 4.5507 0.4880 0.0 0.1 0.0 0.110
H 11.5694 3.8597 1.8928 0.0 0.1 0.0 0.097
C 7.3077 0.7361 1.0789 0.2 0.0 0.0 0.051
N 8.5720 0.2518 0.4491 0.2 -0.1 -0.1 -0.435
O 8.6973 -0.9404 0.3108 -0.1 -0.3 0.0 0.087
O 9.4090 1.0685 0.1089 -0.3 0.2 0.1 0.044
H 6.7151 -0.1393 1.3011 0.0 -0.1 0.0 0.073
H 7.5683 1.2836 1.9792 0.1 0.1 0.0 0.093
H 6.8133 1.3861 0.3637 0.0 0.1 0.0 0.107
C -4.3475 -4.7050 -8.0512 0.0 0.1 0.1 0.041
N -5.3804 -5.3810 -7.2208 0.0 0.0 0.0 -0.435
O -5.3612 -5.1994 -6.0214 0.0 0.1 0.2 -0.004
O -6.1856 -6.0790 -7.7966 0.0 -0.1 -0.1 0.073
H -3.7137 -4.1239 -7.3938 0.0 0.0 0.0 0.026
H -3.7924 -5.4825 -8.5656 0.0 0.0 0.0 0.105
H -4.8725 -4.0765 -8.7628 0.0 0.0 -0.1 0.104
C -5.9870 -7.6822 -4.4011 0.1 0.0 0.0 0.036
N -6.1767 -9.1521 -4.2584 0.0 0.0 0.0 -0.452
O -5.2442 -9.8782 -4.5267 0.1 0.0 0.0 0.065
O -7.2650 -9.5305 -3.8798 -0.1 0.0 0.1 0.056
H -4.9773 -7.4984 -4.7407 0.1 0.0 0.0 0.084
H -6.7151 -7.3252 -5.1201 -0.1 0.0 0.0 0.088
H -6.1619 -7.2399 -3.4252 0.0 0.0 0.0 0.092
C 11.4850 6.5705 5.4186 -0.1 -0.1 0.0 0.045
N 12.7473 6.3226 4.6668 -0.1 0.0 0.0 -0.449
O 12.7834 5.3732 3.9125 0.0 -0.2 -0.1 0.052
O 13.6615 7.0902 4.8621 0.1 0.1 0.0 0.071
H 10.7695 5.8104 5.1359 0.0 0.0 0.0 0.078
H 11.7257 6.5236 6.4754 0.0 0.1 0.0 0.100
H 11.1349 7.5610 5.1498 0.0 0.1 0.0 0.103
C -9.0659 -1.3154 -0.6418 0.0 -0.1 -0.1 0.063
N -7.7602 -1.3748 0.0702 -0.1 0.0 -0.1 -0.416
O -7.0591 -2.3568 -0.1012 0.0 0.1 0.0 0.038
O -7.4727 -0.4366 0.7720 0.0 0.1 0.2 0.088
H -9.1744 -2.2176 -1.2292 0.0 0.0 0.0 0.097
H -9.8399 -1.2279 0.1137 0.0 0.1 0.0 0.101
H -9.0426 -0.4319 -1.2717 0.0 0.0 0.0 0.104
```
Positions in Å, forces in eV/Å.